2 unconnected molecules or ions with the total composition Cl2O2S, computed with ωB97M-V/def2-TZVPD.

```
5
Properties=species:S:1:pos:R:3:lowdin_charge:R:1
O -1.265 1.533 -0.210 -0.57
O 1.467 -0.621 -0.617 -0.72
S -0.897 0.362 0.552 0.45
Cl 2.716 -0.147 0.276 0.61
Cl -2.022 -1.128 -0.001 0.23
```

E = -39970.7820 eV
charge = 0
orbital gap (spin up / spin down) = 9.43 / 6.57 eV
ΔE to the lowest compared entry with this formula, charge and spin = 284.4 kJ/mol